[1]
Computed, not measured: a molecular structure, C17H19I2IrN2O2S, with wB97M-V/def2-TZVPD.

The geometry in XYZ format:
```
44
C17H19I2IrN2O2S, DFT wB97M-V/def2-TZVPD
Ir -0.6818 -0.0929 -0.3365
I 3.6771 5.8344 -3.0952
C 2.2333 4.4390 -2.5938
C 0.8788 4.7991 -2.6188
C -0.0599 3.8846 -2.2307
I -2.0993 4.3432 -2.2739
C 0.3083 2.5694 -1.7554
O -0.6261 1.8160 -1.2784
C 1.6922 2.1921 -1.8500
C 2.1622 0.7959 -1.5035
N 1.1232 -0.2109 -1.7655
C 1.5525 -1.6177 -1.7708
C 0.3242 -2.4818 -1.9260
C 0.3465 -3.7017 -2.5701
C -0.8383 -4.4173 -2.7072
C -2.0189 -3.8954 -2.1945
C -1.9748 -2.6761 -1.5498
N -0.8257 -1.9911 -1.4203
C 2.6140 3.1225 -2.2451
H 0.5755 5.7856 -2.9422
H 2.4611 0.7327 -0.4533
H 3.0482 0.5717 -2.1038
H 0.6892 -0.0082 -2.6684
H 2.0651 -1.8441 -0.8321
H 2.2505 -1.8125 -2.5872
H 1.2761 -4.0878 -2.9671
H -0.8382 -5.3678 -3.2251
H -2.9598 -4.4175 -2.2941
H -2.8675 -2.2303 -1.1310
H 3.6613 2.8482 -2.2959
O -0.9592 -0.2994 1.7067
S -0.1876 -0.2146 3.0579
C -1.0018 1.1303 3.9913
C -1.3266 0.5079 5.3427
C -1.8901 -0.8771 5.0379
C -0.8875 -1.5469 4.1099
H -1.8986 1.3926 3.4268
H -0.3270 1.9827 4.0393
H -2.0336 1.1295 5.8904
H -0.4241 0.4307 5.9532
H -2.8711 -0.7931 4.5675
H -2.0176 -1.4651 5.9463
H -1.2979 -2.3202 3.4624
H -0.0264 -1.9384 4.6535
```

Properties
HOMO level (alpha / beta)	-16.88 / -16.71	eV
orbital gap (alpha / beta)	7.807 / 4.292	eV
lowest unoccupied orbital energy (alpha / beta)	-9.07 / -12.42	eV
E_tot	-2015.9357	hartree
spin multiplicity	6
net charge	+3
⟨S²⟩	8.7803

Atom charges from the natural (NBO) analysis, given in e for atoms 1 to 8: Ir 1.6988; I 0.6017; C -0.1321; C -0.2454; C -0.1859; I 0.3509; C 0.3992; O -0.6717


[2]
Computed, not measured: 2 unconnected molecules or ions with the total composition C17H19N, with wB97M-V/def2-TZVPD.

The geometry in XYZ format:
```
37
C17H19N, DFT wB97M-V/def2-TZVPD
C -1.7153 2.1092 1.0888
C -1.0756 1.9035 -0.2209
C -0.3079 2.7470 -1.0191
N 0.0676 2.1204 -2.1879
C -0.4847 0.7954 -2.2333
C -0.7353 -0.0955 -3.3229
C -1.5301 -1.2077 -3.0518
C -2.1956 -1.3468 -1.7803
C -2.1596 -0.4094 -0.7712
C -1.2036 0.6534 -0.9307
H -2.5886 2.8027 1.0806
H -0.9110 2.5365 1.7125
H -2.1316 1.2270 1.6663
H 0.0477 3.8282 -1.0303
H 0.4627 2.6336 -3.0137
H -0.7707 0.2717 -4.3416
H -1.6552 -1.9199 -3.8359
H -2.6525 -2.2755 -1.6699
H -2.9313 -0.2912 -0.0265
C 2.6495 -0.6213 -0.6679
C 1.9687 0.3199 0.2717
C 1.4934 -0.4467 1.4643
C 1.9890 -0.2693 2.7038
C 1.5479 -1.0580 3.7781
C 0.5451 -1.9989 3.4862
C -0.0336 -2.1782 2.1816
C 0.5923 -1.4792 1.1784
H 2.1322 -1.5624 -0.9106
H 3.6093 -1.0676 -0.3744
H 2.7850 0.0643 -1.5553
H 2.6362 1.1573 0.5869
H 1.1650 0.7647 -0.3038
H 2.5674 0.5720 3.0905
H 1.9785 -0.8537 4.7924
H 0.2852 -2.6970 4.2403
H -0.8071 -2.9451 2.1514
H 0.2373 -1.5915 0.1278
```

Properties
HOMO level	-7.79	eV
orbital gap	8.609	eV
lowest unoccupied orbital energy	0.81	eV
E_tot	-713.8718	hartree
SMILES string	Cc1c[nH]c2ccccc12.CCc1ccccc1
relative energy (zero: lowest compared OMol25 entry of this formula, charge and spin)	56.7	kcal per mole

Atom charges from the natural (NBO) analysis, given in e for atoms 1 to 8: C -0.6444; C -0.1123; C -0.0257; N -0.5501; C 0.1389; C -0.2605; C -0.2088; C -0.2395


[3]
Computed, not measured: 2 unconnected molecules or ions with the total composition C17H19N, with wB97M-V/def2-TZVPD.

The geometry in XYZ format:
```
37
C17H19N, DFT wB97M-V/def2-TZVPD
C 2.6168 -0.0735 -3.1896
C 1.8438 0.4040 -1.9617
C 0.6473 -0.4169 -1.6587
C 0.4380 -1.7565 -1.4126
N -0.9036 -2.0747 -1.3690
C -1.5941 -0.8163 -1.6527
C -2.9460 -0.3944 -1.5107
C -3.3925 0.9087 -1.7774
C -2.4215 1.8295 -2.1909
C -1.1212 1.4029 -2.2011
C -0.6077 0.2038 -1.8751
H 2.7212 0.7361 -3.9999
H 2.0843 -1.0276 -3.7366
H 3.6197 -0.4281 -2.9280
H 2.4939 -0.0063 -1.1644
H 1.8298 1.5008 -1.8238
H 1.1505 -2.4747 -1.3766
H -1.3865 -3.0114 -1.4922
H -3.6692 -1.0816 -1.3185
H -4.3367 1.1799 -1.4572
H -2.6990 2.7654 -2.4506
H -0.4288 2.1905 -2.5006
C 0.1947 -2.0210 3.7851
C 0.2376 -0.5690 3.3346
C -0.1966 -0.2320 2.0328
C -0.0522 1.0310 1.4977
C 0.7323 1.8955 2.1801
C 1.1561 1.6139 3.5098
C 0.8995 0.3516 4.1215
H 0.5140 -2.1382 4.8008
H 0.9388 -2.5390 3.1075
H -0.6850 -2.5286 3.5926
H -0.8522 -0.9371 1.5892
H -0.5780 1.2811 0.5651
H 1.0300 2.7629 1.6837
H 1.6863 2.3782 4.0344
H 1.0358 0.0913 5.2130
```

Properties
HOMO level	-7.74	eV
orbital gap	8.512	eV
lowest unoccupied orbital energy	0.77	eV
E_tot	-713.8571	hartree
SMILES string	CCc1c[nH]c2ccccc12.Cc1ccccc1
relative energy (zero: lowest compared OMol25 entry of this formula, charge and spin)	66.0	kcal per mole

Atom charges from the natural (NBO) analysis, given in e for atoms 1 to 8: C -0.6005; C -0.4565; C -0.0706; C -0.0118; N -0.5589; C 0.1589; C -0.2402; C -0.2146


[4]
Computed, not measured: a single C17H19N3O2S molecule, with wB97M-V/def2-TZVPD.

The geometry in XYZ format:
```
42
C17H19N3O2S, DFT wB97M-V/def2-TZVPD
C -2.1599 -3.2592 1.6842
C -2.7216 -2.1867 0.7601
C -1.9992 -0.8453 0.9310
N -0.6179 -0.9226 0.5404
C 0.4336 -1.0951 1.3864
C 1.6033 -1.1588 0.6781
S 3.2084 -1.2783 1.3989
C 3.9783 0.3132 0.8490
C 2.9411 1.2928 0.3557
O 2.9535 1.7568 -0.7572
N 1.9896 1.5915 1.2959
C 0.7377 2.0811 1.0008
C 0.2417 2.5676 -0.2363
C -1.0671 2.8410 0.0339
C -2.1683 3.3728 -0.8049
O -1.3296 2.5482 1.3197
N -0.2053 2.0717 1.9155
C 1.2687 -1.0279 -0.7018
C 2.0072 -1.0046 -1.8824
C 1.3370 -0.8129 -3.0679
C -0.0497 -0.6425 -3.0985
C -0.8043 -0.6712 -1.9461
C -0.1386 -0.8691 -0.7417
H -2.6910 -4.1969 1.5416
H -1.1057 -3.4300 1.4775
H -2.2649 -2.9604 2.7251
H -2.6250 -2.5122 -0.2776
H -3.7817 -2.0352 0.9712
H -2.4907 -0.0807 0.3215
H -2.0393 -0.5272 1.9758
H 0.2878 -1.1548 2.4475
H 4.5099 0.7000 1.7184
H 4.6859 0.1010 0.0487
H 2.0674 1.1792 2.2167
H 0.7826 2.6690 -1.1508
H -2.1141 2.9454 -1.8029
H -3.1254 3.1332 -0.3488
H -2.0867 4.4558 -0.8908
H 3.0784 -1.1322 -1.8615
H 1.8882 -0.7880 -3.9957
H -0.5389 -0.4869 -4.0488
H -1.8760 -0.5414 -1.9798
```

Properties
HOMO level	-7.81	eV
orbital gap	8.515	eV
lowest unoccupied orbital energy	0.71	eV
E_tot	-1372.1367	hartree
SMILES string	CCCn1cc(SCC(=O)Nc2cc(C)on2)c2ccccc21
relative energy (zero: lowest compared OMol25 entry of this formula, charge and spin)	46.5	kcal per mole

Atom charges from the natural (NBO) analysis, given in e for atoms 1 to 8: C -0.6122; C -0.4024; C -0.2046; N -0.3647; C 0.0063; C -0.2905; S 0.2373; C -0.6215


[5]
Computed, not measured: a single C17H19N3S molecule, with wB97M-V/def2-TZVPD.

The geometry in XYZ format:
```
40
C17H19N3S, DFT wB97M-V/def2-TZVPD
C 1.6981 4.1913 3.1709
C 1.0459 3.1777 2.2840
C 1.4675 3.0731 0.9324
C 0.9079 2.1650 0.0923
N -0.0633 1.3440 0.5549
C -0.7870 0.3610 -0.0644
N -0.4918 0.0237 -1.3976
C 0.2060 -1.2525 -1.5552
C 1.5453 -1.2574 -0.8082
C 2.4079 -2.2052 -1.6325
C 2.0689 -1.8065 -3.0674
C 0.5659 -1.4950 -3.0354
C -1.6662 -0.1194 0.8986
C -2.6693 -1.1572 0.7921
C -3.1415 -1.7595 -0.4092
C -4.0875 -2.7018 -0.1851
S -4.4357 -2.8880 1.4904
C -3.2931 -1.6772 1.8917
N -1.4878 0.5404 2.0748
C -0.5277 1.4165 1.8667
C 0.0515 2.3536 2.7363
H 1.5729 5.1918 2.7584
H 1.2674 4.1678 4.1680
H 2.7672 3.9952 3.2467
H 2.2420 3.7299 0.5692
H 1.1770 2.0515 -0.9466
H -1.3311 0.0311 -1.9699
H -0.4069 -2.0892 -1.1790
H 1.9747 -0.2554 -0.8299
H 1.4375 -1.5682 0.2303
H 2.1076 -3.2378 -1.4470
H 3.4693 -2.1081 -1.4091
H 2.3110 -2.5886 -3.7854
H 2.6309 -0.9118 -3.3378
H -0.0131 -2.3275 -3.4351
H 0.3352 -0.6086 -3.6259
H -2.8056 -1.4950 -1.3956
H -4.6098 -3.3030 -0.9026
H -3.1275 -1.3971 2.9114
H -0.3129 2.3965 3.7495
```

Properties
HOMO level	-7.58	eV
orbital gap	8.377	eV
lowest unoccupied orbital energy	0.80	eV
E_tot	-1221.6697	hartree
SMILES string	Cc1ccn2c(NC3CCCC3)c(-c3ccsc3)nc2c1
relative energy (zero: lowest compared OMol25 entry of this formula, charge and spin)	0.0	kcal per mole

Atom charges from the natural (NBO) analysis, given in e for atoms 1 to 8: C -0.6259; C -0.0033; C -0.2739; C 0.0343; N -0.3173; C 0.2275; N -0.6417; C -0.0384